# 1
A 6-piece molecular cluster, C23H51ClF2NO8P overall at a distorted geometry, computed with the ωB97M-V functional and the def2-TZVPD basis.

```
87
C23H51ClF2NO8P the ωB97M-V functional and the def2-TZVPD basis
C 2.77932 3.03213 0.14077
C 2.72937 1.54135 0.29907
F 1.57700 1.23754 1.00875
C 2.63949 0.73932 -0.99325
P 0.88622 1.05567 -1.65401
O 1.11933 0.85625 -3.26435
Cl -0.15268 -0.63925 -1.07733
N 2.73906 -0.71120 -0.57826
C 4.14422 -1.00117 -0.56764
O 4.63775 -1.99173 -0.10329
C 4.90830 0.12754 -1.26435
C 3.79456 0.84838 -2.00023
C 4.15430 2.23577 -2.60315
C 5.57451 2.59370 -2.32820
O 6.50435 2.33086 -3.06297
F 5.79145 3.20920 -1.15451
H 2.16296 3.33126 -0.69087
H 3.78885 3.32738 -0.10564
H 2.45804 3.53155 1.03511
H 3.53454 1.16655 0.91232
H 0.35780 1.28407 -3.65480
H 2.44630 -1.24115 -1.39927
H 5.63476 -0.28953 -1.93871
H 5.36968 0.70595 -0.47795
H 3.44094 0.27587 -2.84438
H 4.10103 2.15265 -3.67055
H 3.47022 3.01530 -2.31608
C -3.59220 -1.58893 -3.31680
C -4.00556 -0.23393 -2.76274
C -5.44097 0.11842 -3.11620
O -3.12269 0.78117 -3.25523
H -3.65117 -1.59365 -4.40875
H -2.55936 -1.81229 -3.04645
H -4.23259 -2.38466 -2.93457
H -3.89190 -0.23743 -1.67738
H -5.56708 0.17637 -4.20090
H -5.70876 1.08951 -2.71139
H -6.13851 -0.62556 -2.72758
H -3.21102 0.79925 -4.21238
C -6.75451 4.76715 -1.64164
C -6.50687 4.20082 -3.03148
C -7.02079 5.13462 -4.11678
O -7.11656 2.91428 -3.15766
H -7.82665 4.89613 -1.46884
H -6.37845 4.08703 -0.87717
H -6.26674 5.73406 -1.51487
H -5.43767 4.03511 -3.17017
H -8.10062 5.27489 -4.01886
H -6.83407 4.71318 -5.10468
H -6.54058 6.11200 -4.05843
H -8.06478 3.02338 -3.03998
C 5.25748 -4.85848 2.88307
C 6.51354 -4.01456 3.02875
C 6.37439 -3.01371 4.16683
O 6.78170 -3.33700 1.80484
H 4.40317 -4.22163 2.65408
H 5.36689 -5.57079 2.06404
H 5.03829 -5.40911 3.79927
H 7.37440 -4.65857 3.21447
H 5.54029 -2.33408 3.97441
H 7.27848 -2.41041 4.25647
H 6.19381 -3.51583 5.11845
H 6.02338 -2.77184 1.62189
C 1.54142 -5.68565 4.11540
C 1.34752 -4.24252 4.55737
C -0.08620 -3.78192 4.34031
O 2.25117 -3.38555 3.86146
H 1.33221 -5.78816 3.04714
H 2.57187 -6.00048 4.27747
H 0.88065 -6.36002 4.66193
H 1.60372 -4.14793 5.61301
H -0.34392 -3.82740 3.27883
H -0.20782 -2.74764 4.66204
H -0.79132 -4.40453 4.89290
H 2.04805 -3.44523 2.92263
C -2.11526 1.30954 1.72272
C -3.47450 1.98150 1.83742
C -4.60650 0.96781 1.75714
O -3.62489 2.96689 0.81344
H -2.02331 0.80589 0.75687
H -1.31508 2.04710 1.77666
H -1.96276 0.57276 2.51291
H -3.53832 2.52197 2.78244
H -4.58447 0.44925 0.79429
H -5.57326 1.46543 1.83834
H -4.52973 0.22328 2.55072
H -3.56666 2.51647 -0.03532
```

Frontier orbital gap in eV: 9.6
Multiplicity: 1
Maximum force in eV/A: 2.96
Structure (SMILES): C[C@@H](F)[C@]1(P(O)Cl)NC(=O)C[C@@H]1CC(=O)F.CC(C)O.CC(C)O.CC(C)O.CC(C)O.CC(C)O
HOMO energy in eV: -9.4



# 2
C23H52AuP4Se as an isolated structure at a distorted geometry, computed with the ωB97M-V functional and the def2-TZVPD basis.

```
81
C23H52AuP4Se the ωB97M-V functional and the def2-TZVPD basis
Au 0.32211 0.97950 -0.00620
P -0.44412 -2.01799 0.46932
P 2.40126 0.20252 0.65711
P -1.53271 0.83999 -1.44494
H 3.36508 5.20422 -3.26364
C 2.40758 5.64298 -2.97449
C 1.61685 5.18230 -1.98767
H 1.87367 4.29196 -1.41655
C 0.15285 -3.20403 -0.79524
C 0.20374 -2.82013 1.98544
C -2.17950 -2.60064 0.61580
C 3.56692 1.40382 0.00487
C 2.78899 0.05506 2.42091
C 3.05003 -1.37209 0.06419
C -1.38733 2.26029 -2.54154
C -3.20412 0.86205 -0.75110
C -1.59331 -0.59122 -2.54207
H 2.12799 6.56268 -3.53369
H 0.76646 5.79125 -1.67557
H -0.14282 -4.22367 -0.50502
H 1.24522 -3.14623 -0.88219
H -0.28348 -2.96332 -1.77351
H -0.15441 -3.85936 2.00391
H -0.17825 -2.28331 2.86479
H 1.29789 -2.81043 2.01078
H -2.14960 -3.68012 0.82074
H -2.74756 -2.43305 -0.30664
H -2.67220 -2.07544 1.44813
H 4.59041 1.07078 0.22131
H 3.37039 2.37205 0.47736
H 3.43294 1.48520 -1.08113
H 3.61674 -0.65985 2.51118
H 1.93033 -0.31013 2.99864
H 3.11294 1.02973 2.80279
H 4.10707 -1.38097 0.36565
H 2.98536 -1.44139 -1.02975
H 2.56317 -2.22779 0.54556
H -2.18470 2.20639 -3.29251
H -0.40529 2.22168 -3.02848
H -1.47118 3.18082 -1.95014
H -3.88844 1.03682 -1.59160
H -3.32030 1.66293 -0.00984
H -3.43827 -0.11025 -0.29469
H -2.34916 -0.33860 -3.29887
H -1.92242 -1.49405 -2.00685
H -0.62513 -0.76698 -3.03074
C 2.40629 0.50149 -4.65981
C 2.38756 1.78894 -4.05089
C 2.34850 2.95464 -4.83358
C 2.35475 2.88454 -6.22888
C 2.28739 1.61825 -6.83071
C 2.30616 0.46771 -6.06164
Se 2.72863 -1.17809 -3.83119
H 1.36519 -1.71646 -4.09015
H 2.43129 1.87003 -2.96194
H 2.29392 3.92910 -4.33205
H 2.39964 3.80435 -6.83037
H 2.21570 1.53454 -7.92712
H 2.29614 -0.52357 -6.53779
C 0.94040 2.41156 4.25402
C -0.21383 1.43762 4.02908
P -0.94949 1.46986 2.32783
C -2.45552 0.43216 2.71122
C -3.48729 1.04747 3.64346
C -1.59768 3.18159 2.08000
C -1.93244 4.01828 3.32775
H 1.88626 1.86218 4.28988
H 0.85392 2.91627 5.22224
H 1.00187 3.18296 3.47898
H 0.13082 0.40423 4.19072
H -0.99966 1.59343 4.78466
H -2.92000 0.15836 1.76003
H -2.06667 -0.49658 3.15186
H -4.05611 1.84925 3.15892
H -4.21127 0.28187 3.94878
H -3.04738 1.45358 4.55991
H -0.81169 3.70387 1.50704
H -2.48232 3.13782 1.41908
H -1.10456 4.02762 4.04636
H -2.12709 5.05742 3.03383
H -2.83094 3.64488 3.83286
```

Frontier orbital gap (spin up / spin down) in eV: 8.2 / 3.6
Multiplicity: 3
<S²>: 2.03
Maximum force in eV/A: 2.28
Charge: +3
HOMO energy (spin up / spin down) in eV: -16.4 / -16.2



# 3
C23H52BBr2N5O4P as an isolated structure at a distorted geometry, computed with the ωB97M-V functional and the def2-TZVPD basis.

```
88
C23H52BBr2N5O4P the ωB97M-V functional and the def2-TZVPD basis
C -7.43796 -2.79924 -2.62759
C -6.24961 -2.15067 -3.58359
C -5.64488 -0.73419 -2.93282
C -4.10687 -0.92160 -2.36255
N -4.02181 -0.87764 -0.82837
N -2.74213 -0.39360 -0.54435
C -1.58054 -1.19281 -1.16861
C -0.34887 -0.25486 -0.62867
P 1.39735 -0.78733 -1.18910
O 2.19319 -1.80424 -0.02078
O 2.38396 0.55132 -1.70662
N -0.73924 0.93074 0.22853
C 0.11334 2.00544 0.86615
Br 0.38234 3.43457 -0.52385
C 1.49393 1.47249 1.57195
C 1.47854 1.76147 3.21896
Br 3.02201 2.62488 0.87216
C -2.27681 0.80310 0.26038
B -3.37192 1.82700 1.01320
O -4.27963 1.28870 2.08664
O -3.41108 3.27213 0.60667
C -3.98710 4.10448 1.67430
H -7.15120 -2.57601 -1.51031
H -8.48128 -2.32781 -2.91694
H -7.53881 -3.95893 -2.85076
H -5.42477 -2.97014 -3.72924
H -6.72478 -1.96282 -4.65001
H -5.58528 0.01237 -3.86250
H -6.38296 -0.25111 -2.15173
H -3.47120 -0.04927 -2.87218
H -3.73229 -1.97704 -2.77495
H -4.14105 -1.86431 -0.50135
H -1.61811 -2.14622 -1.84605
H 3.17714 -1.58568 -0.01448
H 3.24914 0.14150 -2.05575
H -0.52967 2.51143 1.73477
H 1.70117 0.32604 1.46199
H 2.46204 1.32082 3.73248
H 1.53175 2.92842 3.41134
H 0.49534 1.30008 3.70603
H -5.06520 0.82996 1.66333
H -3.63891 5.24071 1.57212
H -5.16747 4.11411 1.56629
H -3.72485 3.76277 2.76548
C -1.41711 -0.92947 3.14894
C -0.83693 -2.33030 3.32839
N -1.51066 -3.12720 4.35593
C -0.78287 -4.35037 4.71007
C -0.62473 -5.41542 3.62963
C -2.95731 -3.28420 4.20782
C -3.47487 -3.91592 2.92015
H -1.42094 -0.37920 4.09639
H -0.80700 -0.36414 2.43660
H -2.43699 -0.95470 2.75419
H 0.21440 -2.20191 3.61466
H -0.83845 -2.83770 2.35690
H -1.24866 -4.80948 5.59155
H 0.22079 -4.06004 5.04702
H -1.55392 -5.96316 3.46327
H 0.12198 -6.15077 3.94938
H -0.28503 -4.99948 2.67727
H -3.42402 -2.29669 4.31357
H -3.35304 -3.85378 5.05900
H -2.97683 -3.52439 2.02966
H -4.54522 -3.70540 2.81084
H -3.36672 -5.00260 2.93049
C 8.87440 2.43325 -3.14342
C 7.53256 2.92187 -3.68366
N 6.39321 2.09005 -3.29024
C 5.16554 2.40207 -4.02961
C 4.55063 3.78304 -3.82589
C 6.21700 1.87113 -1.85482
C 6.04209 3.09746 -0.96570
H 9.06175 1.39332 -3.43311
H 9.68425 3.04558 -3.55383
H 8.93065 2.50905 -2.05360
H 7.61219 2.91615 -4.77789
H 7.39337 3.96692 -3.38410
H 4.40466 1.64202 -3.81023
H 5.37667 2.28141 -5.10013
H 4.04353 3.86134 -2.86266
H 3.79279 3.96179 -4.59678
H 5.28858 4.58614 -3.90241
H 7.07936 1.30266 -1.48422
H 5.36705 1.19620 -1.68879
H 6.74457 3.89811 -1.21024
H 6.21758 2.82183 0.08079
H 5.02675 3.49588 -1.02079
```

Frontier orbital gap in eV: 5.5
Multiplicity: 1
Maximum force in eV/A: 8.19
Charge: +1
HOMO energy in eV: -9.8